[1]
This record from the OMol25 dataset describes a molecular structure, C2H2I4S. The level of theory is wB97M-V/def2-TZVPD.

The geometry in ORCA input format:
```
! RIJCOSX wB97M-V def2-TZVPD def2/J DEFGRID3
* xyz 0 1
C 1.355 -0.064 -0.283
C -1.379 0.015 0.391
S -0.068 -1.231 0.188
I 1.798 1.321 1.345
I 3.036 -1.285 -0.773
I -1.792 1.161 -1.531
I -3.128 -1.133 0.951
H 1.183 0.348 -1.278
H -1.005 0.867 0.990
*
```

Results
Maximum force ... 1.858 eV/A
E_tot ... -45343.1472 eV
Orbital gap ... 8.5638 eV
Energy relative to the best compared isomer or geometry (same formula, charge and spin) ... 46.22 kJ/mol
Lowest unoccupied orbital energy ... -0.88 eV
Highest occupied orbital energy ... -9.4 eV

---

[2]
This record from the OMol25 dataset describes a molecular structure, C24H36N9O5S3Sn. The level of theory is wB97M-V/def2-TZVPD.

The geometry in ORCA input format:
```
! RIJCOSX wB97M-V def2-TZVPD def2/J DEFGRID3
* xyz 1 1
Sn 0.127 -0.912 -0.221
C -0.437 -2.756 5.022
N -0.650 -1.331 4.771
C -0.905 -0.482 5.933
C -0.357 -0.835 3.545
O 0.059 -1.532 2.626
C -0.545 0.673 3.394
O -0.227 1.128 2.103
C -1.160 2.032 1.562
C -2.275 1.323 0.801
O -2.182 0.116 0.556
N -3.299 2.097 0.403
C -4.372 1.540 -0.420
C -3.334 3.535 0.687
H -1.134 -3.084 5.791
H 0.583 -2.958 5.361
H -0.620 -3.317 4.112
H -1.524 -1.031 6.640
H -1.444 0.422 5.661
H 0.022 -0.199 6.441
H 0.120 1.158 4.108
H -1.573 0.934 3.658
H -0.626 2.677 0.861
H -1.579 2.670 2.341
H -4.339 0.458 -0.373
H -4.261 1.857 -1.460
H -5.333 1.889 -0.047
H -2.469 4.057 0.275
H -3.393 3.735 1.757
H -4.222 3.951 0.224
O -0.367 1.079 -4.227
C 0.516 2.102 -4.146
C 0.645 2.906 -5.275
C 1.515 3.976 -5.274
C 2.280 4.267 -4.145
C 2.168 3.463 -3.030
C 1.294 2.370 -3.007
C 1.244 1.488 -1.810
O 0.196 0.699 -1.679
N 2.211 1.562 -0.949
N 2.092 0.610 0.064
C 2.779 0.884 1.103
S 2.921 -0.257 2.430
C 4.355 0.572 3.163
C 4.169 2.064 2.972
S 3.703 2.370 1.245
H -0.402 0.662 -3.349
H 0.043 2.667 -6.144
H 1.599 4.594 -6.159
H 2.957 5.112 -4.143
H 2.764 3.656 -2.146
H 5.255 0.217 2.667
H 4.387 0.294 4.215
H 5.096 2.606 3.162
H 3.389 2.451 3.626
N 0.482 -3.966 0.343
N 1.756 -4.472 0.144
C 2.667 -3.824 -0.610
N 3.864 -4.428 -0.674
S 2.420 -2.381 -1.451
H 0.325 -3.730 1.317
H -0.217 -4.610 -0.001
H 2.034 -5.304 0.637
H 4.043 -5.326 -0.261
H 4.564 -4.017 -1.265
N -0.514 -3.750 -2.740
C -1.444 -2.769 -3.023
C -2.377 -2.943 -4.054
C -3.299 -1.954 -4.294
C -3.295 -0.801 -3.509
C -2.355 -0.713 -2.514
N -1.442 -1.671 -2.258
H -0.334 -4.404 -3.482
H 0.323 -3.421 -2.273
H -2.353 -3.847 -4.651
H -4.021 -2.070 -5.094
H -3.993 0.006 -3.683
H -2.301 0.163 -1.878
*
```

Results
Maximum force ... 0.391 eV/A
E_tot ... -87454.5270 eV
Orbital gap ... 7.7969 eV
Energy relative to the best compared isomer or geometry (same formula, charge and spin) ... 77.22 kJ/mol
Lowest unoccupied orbital energy ... -1.87 eV
Highest occupied orbital energy ... -9.7 eV